[1]
DFT (wB97M-V/def2-TZVPD) results for 13 unconnected molecules or ions with the total composition C6H37NO12 at a distorted geometry.

Geometry (Å):
C -1.1781 -0.5047 -4.8440
C -1.2834 0.1306 -3.4439
C -0.1490 -0.4541 -2.5611
C 0.0498 0.4439 -1.3447
C 1.3016 0.8622 -1.1512
N 1.7129 1.5954 -0.0023
C 3.1397 1.9148 0.0632
H -0.8422 -1.5143 -4.7066
H -2.1310 -0.5001 -5.3523
H -0.5242 0.0848 -5.4676
H -2.2131 -0.0620 -2.8972
H -1.0623 1.2024 -3.5050
H 0.7722 -0.4656 -3.1358
H -0.4626 -1.4545 -2.2549
H -0.7829 0.8426 -0.7851
H 2.1217 0.5856 -1.8040
H 1.0594 2.3560 0.1540
H 3.6519 0.9730 0.2124
H 3.2936 2.5419 0.9483
H 3.4617 2.5876 -0.7359
H 0.4425 4.2482 1.4306
H 1.6070 5.1717 1.5233
O 0.8467 4.9934 0.9603
H 2.4881 -3.4012 3.4400
H 1.0346 -3.6999 3.8333
O 1.5849 -3.3780 3.1101
H -0.0326 -1.4318 0.3154
H 0.5332 -2.8334 -0.0151
O -0.2970 -2.3315 0.0839
H -0.8902 3.3706 -0.8574
H -1.7739 2.7069 0.0930
O -0.9326 3.1805 0.0867
H -2.0144 4.8550 1.6293
H -2.5786 3.5074 2.1302
O -2.6981 4.4642 2.1781
H -0.7906 0.8293 4.4505
H -1.6432 2.0774 4.7833
O -1.4966 1.1441 5.0258
H 2.3143 -4.4256 -0.3013
H 1.5703 -4.6033 0.9615
O 1.9281 -3.8969 0.4116
H 0.8464 1.4104 1.6033
H 0.1691 0.1224 2.1029
O 0.4740 0.9864 2.4097
H -0.0809 -2.1534 3.1148
H -1.0618 -2.7937 2.0780
O -1.0174 -2.3833 2.9549
H -2.7383 1.3708 2.7931
H -1.2816 1.4937 2.2555
O -2.2227 1.6316 2.0254
H -2.1772 -4.0002 -1.0577
H -3.6183 -3.5317 -1.0105
O -3.0803 -4.3059 -1.2520
H 1.5885 -2.9776 -3.9467
H 2.6906 -3.7427 -3.3250
O 2.3723 -2.8394 -3.4049

total energy: -1208.3948 Ha
ΔE to the lowest compared entry with this formula, charge and spin: 2.746 eV
2S+1: 1
largest force on an atom: 0.0402 hartree/bohr

[2]
DFT (wB97M-V/def2-TZVPD) results for 12 unconnected molecules or ions with the total composition C6H38N2O11 at a distorted geometry.

Geometry (Å):
C 0.2274 0.3537 -0.4374
C -0.9319 0.2664 -1.4223
C -0.9447 -0.9462 -2.3568
N 0.2278 -1.1651 -3.1983
C 0.0966 -0.5418 0.8236
N 0.1029 0.2580 2.0544
C 1.4587 0.6254 2.4255
C -0.4750 -0.5014 3.1641
H 0.3870 1.3867 -0.1337
H 1.1598 0.1160 -0.9440
H -0.9503 1.1678 -2.0454
H -1.8798 0.2959 -0.8771
H -1.1188 -1.8669 -1.8064
H -1.8113 -0.8724 -3.0164
H 1.0299 -1.5016 -2.6722
H 0.4984 -0.3201 -3.6828
H -0.8232 -1.0958 0.7397
H 0.9289 -1.2462 0.8393
H 1.4060 1.3748 3.2158
H 1.9622 1.1087 1.5912
H 2.0623 -0.2363 2.7462
H -1.5072 -0.7503 2.9742
H 0.0619 -1.4347 3.3661
H -0.4566 0.1234 4.0553
H 3.0376 2.8416 -0.0324
H 3.5920 1.4581 -0.5736
O 3.4697 2.3996 -0.7942
H -3.8350 0.7227 0.3964
H -2.6425 0.5579 1.3188
O -3.4534 0.1033 1.0593
H -0.8221 3.8972 -1.2702
H 0.5864 3.8885 -1.8740
O -0.0063 4.3897 -1.2659
H 2.5895 -3.2172 -1.3367
H 1.2805 -2.7153 -0.6359
O 2.1059 -2.4257 -1.0773
H 2.4183 2.7315 -2.1112
H 1.4531 1.9633 -3.0330
O 1.7014 2.8679 -2.7844
H -0.4336 -4.2477 -0.6532
H -1.0809 -3.0385 -0.0251
O -0.1966 -3.5049 -0.0729
H -4.7449 1.5593 -1.6454
H -4.8939 2.5902 -0.5015
O -4.3020 1.9100 -0.8647
H -0.5290 -3.8066 1.7238
H -0.2767 -4.2226 3.1846
O -0.9699 -3.9141 2.5972
H 0.7904 4.2963 0.3311
H 0.6047 3.3608 1.5179
O 1.2655 3.9467 1.1179
H -2.9780 -1.5508 0.5251
H -2.8011 -2.9201 1.2621
O -2.7127 -2.4972 0.4012
H 4.2146 -0.6764 0.4868
H 3.1502 -1.0502 -0.5422
O 3.7081 -0.2952 -0.2309

total energy: -1188.5858 Ha
SMILES: CN(C)CCCCN.O.O.O.O.O.O.O.O.O.O.O
ΔE to the lowest compared entry with this formula, charge and spin: 0.989 eV
2S+1: 1
largest force on an atom: 0.0247 hartree/bohr

[3]
DFT (wB97M-V/def2-TZVPD) results for 14 unconnected molecules or ions with the total composition C6H38NO14 at a distorted geometry.

Geometry (Å):
C -0.6708 -1.5564 -1.0885
N 0.6464 -2.0545 -1.6360
C 0.6853 -2.1147 -3.1086
O 1.0939 -0.9479 -3.7821
C -0.3676 -1.2630 0.3858
C -0.2864 -2.2851 1.5143
C -1.0558 -2.0016 2.8550
C -1.9051 -0.9894 2.9942
H -1.3699 -2.4481 -1.1386
H -1.0991 -0.6940 -1.6032
H 1.3066 -1.2551 -1.4233
H 1.4527 -2.9573 -3.3954
H -0.3502 -2.3021 -3.5252
H 0.5266 -0.6224 0.5704
H -1.1093 -0.4324 0.7072
H -0.6157 -3.2580 1.1841
H 0.7756 -2.3447 1.9104
H -1.1131 -2.8264 3.5006
H -2.1974 -0.2202 2.2749
H -2.3702 -0.8698 4.0107
H 3.3895 0.0500 0.7297
H 4.2862 -2.1318 0.4874
O 3.8283 0.4018 1.5532
H 2.9599 0.6602 -1.1302
H 1.7880 -0.5087 -3.2303
O 2.3368 0.0634 -0.6918
H -3.1695 0.9639 -0.4961
H -4.1435 -0.2448 -0.3217
O -3.5200 0.1505 -0.9219
H 0.3218 2.8545 1.0543
H 0.9863 4.1543 1.1972
O 0.4091 3.5818 1.6984
H -3.8756 2.6857 -0.2430
H -3.4996 2.7923 1.2618
O -4.0100 2.2693 0.6304
H -3.2292 -1.4004 -3.0556
H -2.8295 -0.0056 -2.7447
O -2.7513 -0.6680 -3.4500
H 2.7386 1.2970 3.1775
H 1.2805 1.8019 3.7009
O 2.1369 1.4269 3.8905
H 3.8049 -1.5758 -0.8258
H 4.2916 -0.3530 1.8948
O 4.2399 -2.3506 -0.4316
H -1.0495 2.1966 -1.2955
H -1.9158 1.4218 -2.0959
O -2.0358 2.2321 -1.5777
H 2.2148 4.1458 -1.8197
H 1.5988 3.1477 -0.7750
O 2.1898 3.8807 -0.9006
H 1.3747 0.7786 -0.6497
H -0.1945 1.4089 0.2994
O 0.2987 1.5800 -0.4998
H -2.0574 2.7111 3.0952
H -1.3382 3.2992 1.8956
O -2.2604 3.2560 2.3248
H 0.4607 -3.7300 -1.0176
H 1.9352 -4.2479 -0.9534
O 1.0322 -4.5521 -0.9701

total energy: -1359.5222 Ha
ΔE to the lowest compared entry with this formula, charge and spin: 4.111 eV
2S+1: 1
largest force on an atom: 0.0820 hartree/bohr
charge: -1

[4]
DFT (wB97M-V/def2-TZVPD) results for 15 unconnected molecules or ions with the total composition C6H38O14 at a distorted geometry.

Geometry (Å):
C 2.7923 0.0719 -1.0150
C 1.3505 0.4658 -0.5992
C 0.2851 -0.5612 -0.3425
C -0.9419 -0.4479 -0.8408
C 0.1566 -1.1712 1.9590
C 0.5761 -1.5220 0.7521
H 3.0793 0.4999 -1.9815
H 2.8516 -1.0137 -0.8739
H 3.4064 0.4877 -0.2226
H 0.9023 1.2261 -1.2719
H 1.4238 1.1817 0.2375
H -1.8110 -1.0896 -0.7495
H -1.1601 0.2855 -1.6205
H 0.1981 -1.7760 2.8748
H -0.3641 -0.2237 2.1420
H 0.9905 -2.4987 0.4947
H -2.6066 3.0516 -1.7600
H -4.1360 2.9318 -1.2342
O -3.2286 3.1443 -1.0080
H -0.0224 -4.7827 1.6297
H -1.3588 -4.0668 1.4007
O -0.4161 -4.0773 1.1047
H -2.9416 -2.9094 1.4398
H -3.4789 -3.4668 -0.0249
O -3.0153 -3.6333 0.8001
H -0.5217 2.6712 -2.3933
H -0.8045 4.2290 -2.7007
O -1.1183 3.3253 -2.7717
H 0.6140 3.1638 2.7849
H 2.1861 3.0937 2.9040
O 1.3722 2.5652 2.9031
H 4.0460 2.4941 3.2080
H 4.9819 3.7278 3.0771
O 4.1734 3.3376 2.7235
H -0.7908 -3.4228 -0.9962
H -1.4214 -4.2708 -2.1530
O -0.7072 -3.6619 -1.9324
H -1.5199 3.9783 1.6371
H -1.3434 2.6595 2.3882
O -1.1461 3.6213 2.4554
H -2.5954 2.2851 0.3275
H -1.4062 1.2570 0.4887
O -2.1035 1.7272 0.9604
H -0.3486 -1.8610 -4.7571
H -0.3265 -1.9989 -3.2308
O 0.0571 -1.4963 -3.9625
H 1.0300 -3.5026 -2.2065
H 1.9999 -2.6774 -3.0245
O 1.9620 -3.2353 -2.2452
H 4.0618 0.3490 2.6673
H 3.0419 0.8353 3.6392
O 3.9982 0.7545 3.5332
H -4.1817 -0.8714 2.0994
H -3.1301 -0.1158 1.4474
O -3.4022 -1.0491 1.5674
H 0.3076 0.2496 -3.4989
H 0.2302 1.5531 -4.4249
O 0.4430 1.2051 -3.5557

total energy: -1304.7160 Ha
ΔE to the lowest compared entry with this formula, charge and spin: 1.410 eV
2S+1: 1
largest force on an atom: 0.0505 hartree/bohr

[5]
DFT (wB97M-V/def2-TZVPD) results for 14 unconnected molecules or ions with the total composition C6H39N2O13 at a distorted geometry.

Geometry (Å):
C -3.7875 1.1222 2.5317
C -3.2974 0.1821 1.4245
C -2.1747 0.7471 0.7048
C -1.4787 -0.1797 -0.1971
C -1.4250 0.0931 -1.5301
N -0.6439 -0.6531 -2.4029
C 0.5339 -0.6147 -2.7934
N -3.0071 -1.2574 2.0916
H -4.8209 0.7477 2.8088
H -3.9745 2.1363 2.4281
H -3.1392 1.0828 3.4739
H -4.1081 0.1205 0.5811
H -1.3244 1.3125 1.2894
H -2.6370 1.7179 0.3078
H -0.9768 -1.0583 0.3402
H -1.9111 1.0286 -1.8924
H 1.0093 -1.3513 -3.4564
H 1.3582 -0.0101 -2.4973
H -2.5174 -0.8951 2.9798
H -3.7558 -1.7951 2.4737
H -2.3418 -1.7892 1.5619
H -1.3174 -2.5289 4.5065
H -0.4768 -2.3491 3.3007
O -1.3871 -2.2607 3.6579
H -0.3476 0.3573 4.4609
H -1.7330 0.2677 4.9030
O -0.9112 -0.1737 4.9172
H -1.6308 -0.8452 -4.3281
H -1.3005 -2.4177 -3.9732
O -1.6144 -1.8428 -4.7277
H 0.9237 3.5834 -0.4774
H 2.3239 3.8802 -0.8643
O 1.7272 3.8422 -0.0817
H 0.6022 -2.7827 1.0262
H -0.2167 -3.6514 0.1081
O 0.0879 -3.6627 1.0129
H 0.8176 0.3178 0.4703
H 1.9716 -0.0328 -0.4796
O 1.2400 -0.3532 -0.0735
H 1.2069 1.3835 2.2952
H 0.2934 2.5402 1.8740
O 0.5025 1.5468 1.6990
H 3.8954 -0.1934 -3.6681
H 3.6902 -0.1250 -2.0659
O 4.0854 0.2946 -2.7890
H 1.2233 2.4714 -3.2313
H 0.8505 2.1922 -4.7106
O 0.4511 2.5022 -3.9038
H 1.1709 -2.6687 -1.7614
H 0.0176 -3.5083 -2.3191
O 0.4810 -3.3780 -1.5085
H 2.9296 3.0872 2.1636
H 3.3921 1.8069 1.7029
O 2.9439 2.1636 2.4166
H 2.9692 3.3756 -2.6912
H 3.2252 2.0316 -3.3706
O 2.7022 2.4541 -2.5449
H 2.8049 -3.2501 -0.7776
H 3.5644 -2.3756 0.2319
O 3.2617 -2.3851 -0.6272

total energy: -1339.1884 Ha
ΔE to the lowest compared entry with this formula, charge and spin: 6.101 eV
2S+1: 1
largest force on an atom: 0.0990 hartree/bohr
charge: +1

[6]
DFT (wB97M-V/def2-TZVPD) results for a single C6H3Br2NO2 molecule at a distorted geometry.

Geometry (Å):
C -0.1480 -2.1268 0.1751
C -0.2453 0.3823 -0.1203
C 1.9851 0.9992 -0.0564
C 1.7888 -0.5185 0.2274
C 0.4725 -0.8675 0.1321
C -2.7536 0.6359 -0.3784
N -0.6074 -3.1708 0.1895
O -1.4507 0.8556 -0.2092
O 0.6923 1.4860 -0.2010
Br -3.3378 -1.2040 0.0300
Br -3.8810 2.0610 0.2446
H 2.4336 1.4831 0.7989
H 2.3693 1.2152 -1.1078
H 2.6823 -1.2308 0.2755

total energy: -5583.5109 Ha
ΔE to the lowest compared entry with this formula, charge and spin: 3.696 eV
2S+1: 1
largest force on an atom: 0.0776 hartree/bohr

[7]
DFT (wB97M-V/def2-TZVPD) results for a molecular structure, C6H3Cl3F6HgNO7S4 at a distorted geometry.

Geometry (Å):
Hg 0.0885 -0.4166 0.8312
F 0.7112 3.1425 -3.5185
C 0.7770 3.1997 -2.1843
F -0.4515 3.2299 -1.6903
F 1.3901 4.3471 -1.8531
S 1.7669 1.7702 -1.5050
O 1.1320 1.5192 -0.2217
O 3.1139 2.2452 -1.5143
N 1.6018 0.6034 -2.5440
S 0.2518 -0.2333 -2.6013
O 0.1558 -1.2720 -1.5994
O -0.9144 0.5556 -2.8773
C 0.6141 -1.1486 -4.1531
F 1.6906 -1.9250 -4.0280
F -0.4382 -1.9212 -4.4480
F 0.8140 -0.3056 -5.1727
Cl -2.8851 2.6863 3.6401
C -3.1034 1.4456 2.4698
Cl -3.6622 -0.7061 3.9534
Cl -4.5065 1.6091 1.4889
C -1.9251 0.7864 1.9235
O -0.8310 0.8544 2.5324
O -2.0547 0.0861 0.8562
C -0.1001 -2.1497 3.3126
O 0.8753 -3.1826 3.0962
C 1.8770 -3.0758 2.2311
S 2.9526 -4.3439 2.1769
S 2.1370 -1.6779 1.2408
H -0.6148 -2.4284 4.2265
H -0.8311 -2.1201 2.5045
H 0.3683 -1.1740 3.4267

total energy: -4537.9041 Ha
2S+1: 2
largest force on an atom: 0.0214 hartree/bohr
charge: -2

[8]
DFT (wB97M-V/def2-TZVPD) results for a single C6H3N molecule at a distorted geometry.

Geometry (Å):
C 1.3878 -3.2922 0.8029
C 2.1546 -2.0415 0.6728
C 0.3132 -2.4510 0.5712
C -0.8122 -0.5862 0.6507
C -0.4502 0.6588 0.6579
C 1.2743 -1.9168 -0.4212
N -0.8028 -1.7959 1.0114
H -0.9707 1.3339 -0.0706
H 0.2910 0.9957 1.5148
H 1.2107 -1.6974 -1.5283

total energy: -284.8585 Ha
SMILES: C=C=N[C@]12C3=C1[C@@H]32
ΔE to the lowest compared entry with this formula, charge and spin: 4.331 eV
2S+1: 1
largest force on an atom: 0.0791 hartree/bohr